Entry from the Open Molecules 2025 dataset: C80H62GeN3P3SiTeV as an isolated structure at a distorted geometry (the ωB97M-V functional and the def2-TZVPD basis).

Atoms and positions in Å:
V  -0.25024  -0.17194  -0.37747
C  0.16785  3.60141  -5.49699
C  1.21640  2.70054  -5.54762
C  1.21170  1.56938  -4.73943
C  0.14912  1.32977  -3.88105
C  -0.90902  2.24420  -3.83963
C  -0.90071  3.36916  -4.63940
P  -0.07299  -0.14127  -2.80693
C  1.16919  -1.36938  -3.40806
C  1.32764  -1.69738  -4.75540
C  2.17855  -2.71968  -5.14569
C  2.91488  -3.41980  -4.20393
C  2.83997  -3.04475  -2.87219
C  1.97897  -2.03482  -2.48362
C  -1.67545  -0.60583  -3.61106
C  -1.80223  -0.81408  -4.98468
C  -3.04160  -1.04509  -5.55223
C  -4.17552  -1.06925  -4.75358
C  -4.05976  -0.81947  -3.39734
C  -2.82020  -0.55632  -2.81328
Si  -2.55591  -0.08714  -0.99517
C  -3.44272  1.52803  -0.52848
C  -4.68713  1.89937  -1.03990
C  -5.50001  2.79598  -0.36625
C  -5.08452  3.31721  0.85101
C  -3.81582  3.03143  1.32903
C  -2.97188  2.17064  0.62671
P  -1.17206  1.98969  1.01289
C  -1.09452  2.29513  2.83919
C  -0.75990  1.26228  3.70509
C  -0.76203  1.44831  5.08153
C  -1.08624  2.68434  5.61041
C  -1.37113  3.74167  4.75752
C  -1.36681  3.55413  3.38665
C  -0.61220  3.68594  0.57434
C  0.61029  4.08082  1.11984
C  1.05896  5.37953  0.97682
C  0.28393  6.30380  0.28813
C  -0.92143  5.91276  -0.27139
C  -1.37287  4.60533  -0.13541
C  -3.70492  -1.35040  -0.12827
C  -5.09748  -1.27384  -0.23862
C  -5.92280  -2.22440  0.33153
C  -5.36821  -3.28602  1.03365
C  -3.99749  -3.36509  1.17946
C  -3.16529  -2.40383  0.59481
P  -1.36845  -2.39978  1.11503
C  -0.94526  -4.19925  1.02473
C  0.09878  -4.75349  1.76174
C  0.41194  -6.10063  1.65517
C  -0.31577  -6.92061  0.80800
C  -1.34683  -6.37979  0.05754
C  -1.65472  -5.03248  0.15984
C  -1.95621  -2.29566  2.90528
C  -2.63554  -1.11788  3.22382
C  -3.21999  -0.93803  4.46567
C  -3.14216  -1.94781  5.41640
C  -2.46837  -3.12065  5.11685
C  -1.87045  -3.28988  3.87410
H  0.17660  4.48072  -6.12833
H  2.04576  2.87476  -6.22093
H  2.04196  0.88122  -4.80614
H  -1.75350  2.05092  -3.18442
H  -1.72153  4.07433  -4.59200
H  0.80873  -1.14679  -5.52340
H  2.25944  -2.97003  -6.19546
H  3.54669  -4.24517  -4.50476
H  3.45067  -3.53914  -2.12730
H  1.94587  -1.76777  -1.43897
H  -0.94243  -0.77048  -5.63329
H  -3.11806  -1.19737  -6.62108
H  -5.14569  -1.26222  -5.19411
H  -4.95470  -0.83669  -2.78825
H  -5.02461  1.47505  -1.97967
H  -6.47015  3.05962  -0.76945
H  -5.74069  3.96208  1.42165
H  -3.49560  3.48276  2.25522
H  -0.47370  0.30974  3.28575
H  -0.50573  0.63073  5.74255
H  -1.09878  2.83079  6.68301
H  -1.58509  4.72292  5.16205
H  -1.55127  4.40389  2.74398
H  1.18997  3.35961  1.68464
H  2.01021  5.67335  1.40285
H  0.62422  7.32595  0.18257
H  -1.52575  6.63494  -0.80714
H  -2.32417  4.31568  -0.56441
H  -5.54427  -0.43481  -0.75686
H  -6.99819  -2.13828  0.23498
H  -6.00249  -4.03578  1.48971
H  -3.57405  -4.17359  1.75993
H  0.67132  -4.14410  2.44309
H  1.23307  -6.49972  2.23740
H  -0.08905  -7.97674  0.73934
H  -1.91532  -7.00617  -0.61800
H  -2.46030  -4.62761  -0.43603
H  -2.73410  -0.34203  2.46979
H  -3.74891  -0.01783  4.68214
H  -3.61933  -1.82706  6.38108
H  -2.40746  -3.91687  5.84874
H  -1.35652  -4.21717  3.66243
Te  1.00377  -1.40600  1.65177
C  1.29768  -1.94472  3.70740
C  2.43660  -2.72305  3.90154
C  2.82815  -3.09402  5.17682
C  2.07970  -2.69483  6.27585
C  0.94097  -1.92801  6.08313
C  0.55211  -1.54691  4.80674
H  3.01609  -3.04510  3.04343
H  3.71699  -3.69797  5.30732
H  2.37847  -2.98248  7.27542
H  0.34179  -1.62238  6.93213
H  -0.34883  -0.96379  4.68941
N  -1.64607  -4.41493  -4.97789
C  -1.28565  -4.12041  -3.91867
N  -0.83931  -3.88046  -2.71880
C  -0.78713  -3.03188  -1.83587
N  -0.67468  -2.27709  -0.91482
C  4.77413  1.17953  3.64544
C  4.27121  2.30189  3.00625
C  3.56968  2.17276  1.81400
C  3.34967  0.92961  1.22600
C  3.89406  -0.18586  1.87414
C  4.59175  -0.06883  3.06924
Ge  2.42538  0.71765  -0.55810
C  4.09624  0.07593  -1.53650
C  4.04852  -0.20734  -2.90053
C  5.17169  -0.57603  -3.62500
C  6.40435  -0.65229  -2.99485
C  6.49224  -0.32297  -1.65148
C  5.35546  0.03298  -0.93606
C  2.63378  2.57826  -1.28005
C  3.88466  3.19111  -1.35704
C  4.04284  4.43094  -1.95648
C  2.94730  5.08122  -2.50635
C  1.69758  4.48729  -2.44322
C  1.55151  3.25063  -1.83008
H  5.33269  1.27627  4.56808
H  4.43576  3.28495  3.43149
H  3.21768  3.06552  1.31004
H  3.86017  -1.15438  1.38583
H  5.01003  -0.94891  3.54318
H  3.10711  -0.12198  -3.41472
H  5.08284  -0.80311  -4.68126
H  7.28755  -0.95050  -3.54598
H  7.45382  -0.33729  -1.15192
H  5.46817  0.29604  0.10634
H  4.75059  2.67879  -0.95124
H  5.02472  4.88706  -2.00862
H  3.06480  6.04654  -2.98466
H  0.83903  4.98927  -2.86611
H  0.57592  2.78857  -1.77723

Properties
* HOMO-LUMO gap (alpha / beta): 5.94 / 5.38 eV
* LUMO level (alpha / beta): -0.9669 / -1.2226 eV
* E_HOMO (alpha / beta): -6.903 / -6.603 eV
* ⟨S²⟩: 1.00
* 2S+1: 2
* calculated total energy: -213674.52197 eV